Molecular formula: C22H26N4O2
Method: DFT, ωB97M-V/def2-TZVPD

```
54
Properties=species:S:1:pos:R:3:mulliken_charge:R:1
C -2.62023 -0.09378 -2.50494 -1.75
C -1.71108 -0.02505 -1.33308 0.39
C -0.53735 0.68148 -1.15806 0.52
C 0.25037 1.55510 -1.95596 -0.78
N 1.34414 2.07019 -1.51446 -1.14
N 1.77031 1.80095 -0.26886 0.82
C 1.14879 0.98231 0.66610 0.08
O 1.64815 0.80461 1.76605 -0.69
C -0.07067 0.39471 0.16593 1.45
C -0.97179 -0.47570 0.74510 0.38
N -1.94664 -0.71990 -0.17796 0.42
C -3.11247 -1.53561 0.03830 -1.66
C -4.36627 -0.71100 0.22726 0.74
C -5.58939 -1.19442 -0.21813 -0.40
C -6.74398 -0.45475 -0.03446 -0.62
C -6.68570 0.77894 0.59136 -0.41
C -5.46900 1.26712 1.03562 -0.75
C -4.31457 0.52535 0.85741 0.04
H -3.36882 0.91589 1.20406 0.38
H -5.41637 2.22869 1.52376 0.39
H -7.58575 1.35842 0.73091 0.39
H -7.68957 -0.84071 -0.38494 0.39
H -5.63745 -2.15523 -0.71096 0.38
H -2.94404 -2.14706 0.92980 0.52
H -3.24340 -2.21113 -0.81357 0.31
C -0.92921 -1.07656 2.10147 -2.07
H -0.06341 -0.67141 2.61944 0.43
H -1.82649 -0.83888 2.67359 0.41
H -0.82736 -2.16192 2.05159 0.40
C 3.03168 2.40811 0.09356 -0.66
H 3.33982 3.04816 -0.73486 0.39
H 2.91294 3.01303 0.99707 0.31
C 4.13697 1.38234 0.38996 0.60
O 5.09371 1.66370 1.07504 -0.70
N 3.96917 0.19522 -0.22496 -0.07
H 3.11367 0.03193 -0.73214 0.18
C 4.68676 -0.99797 0.16721 -0.25
C 3.84160 -1.83827 1.13141 -0.86
H 3.33718 -1.21020 1.86395 0.38
H 4.48641 -2.54210 1.65710 0.40
C 2.85437 -2.57989 0.22257 0.16
H 2.61766 -3.56610 0.61973 0.50
H 1.91837 -2.02301 0.15468 -0.49
C 3.53240 -2.67140 -1.15973 -0.91
H 3.69024 -3.70694 -1.45858 0.39
H 2.90831 -2.20573 -1.92394 0.30
C 4.87088 -1.92848 -1.03048 -0.99
H 5.13097 -1.37929 -1.93395 0.39
H 5.67514 -2.63077 -0.81270 0.41
H 5.62691 -0.66520 0.61129 0.55
H -0.02054 1.82441 -2.96532 0.38
H -3.63295 0.20292 -2.22991 0.31
H -2.66314 -1.10578 -2.91153 0.27
H -2.25999 0.57313 -3.28275 0.42
```

Properties
energy relative to the best compared isomer or geometry (same formula, charge and spin): 51.9 kJ/mol
energy: -33292.567 eV
E_HOMO: -0.29331 hartree
charge: 0
spin multiplicity: 1
SMILES: Cc1c2cnn(CC(=O)NC3CCCC3)c(=O)c2c(C)n1Cc1ccccc1
orbital gap: 8.424 eV

---

Molecular formula: C22H26N4O3S
Method: DFT, ωB97M-V/def2-TZVPD

```
56
Properties=species:S:1:pos:R:3:mulliken_charge:R:1
C 1.65468 -3.42873 7.35509 -1.29
C 1.73861 -2.43161 6.20597 -0.40
C 1.59895 -3.12379 4.85243 -0.37
C 1.67148 -2.13066 3.69286 -0.84
N 1.52558 -2.74492 2.39132 -0.22
S -0.02863 -3.10445 1.90165 1.48
O 0.09243 -4.03918 0.82217 -0.73
O -0.88065 -3.44481 3.00839 -0.68
C -0.53458 -1.51530 1.25925 -0.42
C 0.07282 -1.06010 0.12624 -0.88
C -0.30448 0.18654 -0.40707 0.90
C 0.23970 0.73177 -1.59811 0.64
C -0.21049 1.94941 -2.03883 -0.64
C -1.19879 2.63829 -1.29451 0.65
N -1.72888 2.13824 -0.20229 -0.60
C -1.31485 0.94513 0.25319 -0.36
C -1.91265 0.43293 1.42703 -0.60
C -1.52716 -0.78305 1.91919 -0.52
H -1.96972 -1.21281 2.80438 0.58
H -2.67407 1.02723 1.90675 0.49
C -1.69899 3.94948 -1.72122 0.27
C -2.97378 4.36809 -1.33537 -0.39
C -3.43187 5.60484 -1.74775 -0.52
C -2.59977 6.38418 -2.54010 -0.19
N -1.38181 6.01086 -2.89302 -0.65
C -0.94195 4.83452 -2.49084 -0.42
H 0.07388 4.60201 -2.78280 0.41
H -2.91474 7.35249 -2.90582 0.38
H -4.41261 5.95696 -1.46806 0.38
H -3.57569 3.71240 -0.72510 0.44
H 0.18211 2.38314 -2.94599 0.55
C 1.32880 0.00123 -2.33538 0.17
O 2.37858 -0.29446 -1.80414 -0.61
N 1.01039 -0.25550 -3.62119 -0.18
H 0.09117 0.00356 -3.93999 0.30
C 1.87062 -0.98226 -4.55289 0.34
C 2.14875 -2.39186 -4.03446 -1.44
H 1.21718 -2.92356 -3.85319 0.35
H 2.70666 -2.33682 -3.10426 0.33
H 2.73260 -2.94629 -4.76378 0.43
C 3.16767 -0.20962 -4.78305 -1.40
H 2.95555 0.78885 -5.15930 0.34
H 3.71272 -0.12460 -3.84756 0.32
H 3.78663 -0.73192 -5.50701 0.45
H 1.31437 -1.04545 -5.49490 0.37
H 0.83562 -1.65703 -0.34640 0.52
H 2.15235 -3.51656 2.22285 0.32
H 0.86239 -1.40100 3.77499 0.24
H 2.62426 -1.59103 3.70846 0.41
H 2.39502 -3.86457 4.73774 0.31
H 0.64084 -3.64293 4.79899 0.32
H 0.94596 -1.68821 6.31194 0.34
H 2.69543 -1.90516 6.24822 0.29
H 1.74623 -2.91982 8.31175 0.38
H 0.70180 -3.95188 7.33232 0.33
H 2.45132 -4.16564 7.28073 0.32
```

Properties
energy relative to the best compared isomer or geometry (same formula, charge and spin): 195.7 kJ/mol
energy: -46175.005 eV
E_HOMO: -0.32976 hartree
charge: 0
spin multiplicity: 1
SMILES: CCCCNS(=O)(=O)c1ccc2nc(-c3cccnc3)cc(C(=O)NC(C)C)c2c1
orbital gap: 8.341 eV

---

Molecular formula: C22H26N4O3S
Method: DFT, ωB97M-V/def2-TZVPD

```
56
Properties=species:S:1:pos:R:3:mulliken_charge:R:1
N -3.68725 -0.20404 -1.52608 -0.67
H -2.74760 0.07170 -1.79406 0.25
H -3.85466 -1.13676 -1.88770 0.27
C -3.81657 -0.19101 -0.07455 -0.07
C -3.60901 1.23202 0.44262 -0.58
H -4.32293 1.89014 -0.05323 0.38
H -2.60344 1.57065 0.18074 0.28
C -3.78532 1.34275 1.95913 -0.89
N -2.75508 0.62793 2.68062 -0.13
C -1.62610 1.23544 3.08969 0.60
O -1.43756 2.43149 3.05433 -0.65
C -0.55988 0.25258 3.61014 -1.32
N 0.29340 -0.12671 2.48842 0.10
C 1.51940 0.51359 2.40705 0.69
O 1.94313 1.22731 3.28498 -0.64
N 2.25421 0.27126 1.25847 0.13
C 1.79226 -0.58277 0.31057 0.99
C 0.60893 -1.27946 0.43474 -0.63
C 0.37178 -2.14623 -0.67899 -0.15
C 1.35908 -2.08053 -1.60368 0.52
S 2.62770 -0.95976 -1.15094 -0.39
C 1.41675 -2.86456 -2.86827 -0.63
C 0.03093 -3.43975 -3.16989 -0.76
C -0.55873 -4.08560 -1.91792 -1.06
C -0.82202 -3.02909 -0.84708 0.06
H -1.07118 -3.48981 0.10993 0.39
H -1.67744 -2.41102 -1.13531 -0.15
H -1.48952 -4.59897 -2.16322 0.38
H 0.14358 -4.82738 -1.53247 0.38
H 0.10824 -4.17266 -3.97411 0.35
H -0.62925 -2.63769 -3.50636 0.30
H 1.75867 -2.23281 -3.69139 0.41
H 2.14130 -3.67889 -2.76028 0.31
C -0.22321 -1.05560 1.58678 0.55
O -1.29758 -1.59511 1.80159 -0.79
C 3.47794 1.02608 1.03650 -1.81
C 3.25608 2.09988 0.00167 0.75
C 4.01363 2.14081 -1.15989 -0.22
C 3.78258 3.12201 -2.10877 -0.65
C 2.78720 4.06219 -1.90685 -0.41
C 2.02649 4.02414 -0.74970 -0.76
C 2.26016 3.04885 0.20242 -0.30
H 1.67188 3.02597 1.10838 0.48
H 1.25057 4.75655 -0.58547 0.42
H 2.60470 4.82482 -2.64927 0.39
H 4.37880 3.14813 -3.00880 0.38
H 4.78738 1.40408 -1.32194 0.40
H 3.74588 1.46947 1.99963 0.47
H 4.26309 0.33424 0.71761 0.58
H -1.01724 -0.64559 4.02796 0.48
H 0.06710 0.75678 4.34627 0.49
H -2.73576 -0.37907 2.57951 0.33
H -3.71356 2.38996 2.26108 0.39
H -4.75882 0.94504 2.25749 0.39
H -3.11089 -0.87454 0.42348 0.07
H -4.83225 -0.52049 0.16440 0.30
```

Properties
energy relative to the best compared isomer or geometry (same formula, charge and spin): 11.1 kJ/mol
energy: -46176.919 eV
E_HOMO: -0.30607 hartree
charge: 0
spin multiplicity: 1
SMILES: NCCCNC(=O)Cn1c(=O)c2c3c(sc2n(Cc2ccccc2)c1=O)CCCC3
orbital gap: 8.754 eV

---

Molecular formula: C22H26N4O5S
Method: DFT, ωB97M-V/def2-TZVPD

```
58
Properties=species:S:1:pos:R:3:mulliken_charge:R:1
C -4.69309 -2.27426 -2.00993 -1.41
C -4.13637 -1.10697 -1.20496 0.02
H -3.79928 -0.31498 -1.87410 0.24
H -4.92076 -0.70369 -0.56176 0.26
C -2.94635 -1.54919 -0.34978 -0.95
N -2.30771 -0.48575 0.39216 0.65
S -1.20824 0.40550 -0.48293 1.53
O -1.66286 0.64241 -1.82411 -0.78
O -0.82974 1.53693 0.31497 -0.77
C 0.15390 -0.75940 -0.53198 0.07
C 0.72191 -1.13313 0.67126 -0.79
C 1.79691 -2.00181 0.67543 -0.38
C 2.29980 -2.48721 -0.53148 0.45
C 1.68979 -2.14209 -1.73152 -0.76
C 0.61447 -1.26628 -1.73045 -0.31
H 0.13871 -0.94951 -2.64549 0.56
H 2.07572 -2.53792 -2.65861 0.44
C 3.51950 -3.35459 -0.52511 -0.26
O 3.54829 -4.50635 -0.87635 -0.60
N 4.65546 -2.72974 -0.04480 -0.04
C 4.78462 -1.40145 0.25173 0.46
N 5.66360 -0.84971 1.02862 -0.70
N 5.37520 0.46852 1.05589 -0.34
C 4.34492 0.66231 0.29373 0.21
C 3.55455 1.84761 0.06234 0.36
C 3.73069 2.99966 0.82846 -0.87
C 2.86019 4.05520 0.64502 -0.74
C 1.82613 3.98799 -0.27702 -0.55
C 1.66228 2.84734 -1.06141 0.70
C 2.54168 1.78233 -0.88557 -0.19
H 2.40606 0.90071 -1.49098 0.70
O 0.72309 2.67409 -2.01559 -0.39
C -0.33875 3.59858 -2.09497 -1.01
H -1.03853 3.17020 -2.80955 0.25
H 0.00787 4.57563 -2.44893 0.38
H -0.83486 3.69882 -1.12676 0.38
H 1.15471 4.82550 -0.37804 0.45
H 2.97662 4.95113 1.23653 0.39
H 4.52506 3.03523 1.55533 0.50
O 3.93055 -0.50709 -0.27564 -0.07
H 5.47282 -3.30494 0.11833 0.30
H 2.26154 -2.29052 1.60744 0.48
H 0.32890 -0.71702 1.58480 0.49
C -3.00197 0.13147 1.49914 -0.86
C -2.98420 -0.74519 2.75311 -0.01
C -3.56389 0.00183 3.94745 -1.42
H -3.55224 -0.62843 4.83321 0.40
H -4.59174 0.29751 3.74991 0.33
H -2.98362 0.89800 4.15299 0.34
H -3.56301 -1.65353 2.57607 0.30
H -1.95505 -1.04067 2.96359 0.16
H -2.46911 1.06307 1.69662 0.40
H -4.03664 0.37850 1.23191 0.30
H -2.17449 -1.97144 -0.99913 0.17
H -3.25559 -2.32532 0.35694 0.45
H -3.93268 -2.67399 -2.67646 0.34
H -5.53965 -1.95083 -2.60999 0.40
H -5.02514 -3.07314 -1.34955 0.33
```

Properties
energy relative to the best compared isomer or geometry (same formula, charge and spin): 325.8 kJ/mol
energy: -50268.405 eV
E_HOMO: -0.31077 hartree
charge: 0
spin multiplicity: 1
SMILES: CCCN(CCC)S(=O)(=O)c1ccc(C(=O)Nc2nnc(-c3cccc(OC)c3)o2)cc1
orbital gap: 8.550 eV